The following is a DFT calculation (ωB97M-V with the def2-TZVPD basis set) of one molecule with the formula C5H5BrN2O2 in a non-equilibrium geometry.

total charge	0
calculated total energy	-82373.3602	eV
frontier orbital gap (spin up / spin down)	7.448 / 7.447	eV
highest occupied orbital energy (spin up / spin down)	-8.73 / -8.73	eV

Cartesian coordinates (Å):
Br  3.42  -1.41  -0.28
O  0.97  3.17  0.80
O  0.99  2.30  -1.25
N  0.74  2.26  0.03
N  -0.45  0.19  0.17
C  2.11  -1.91  0.90
C  0.79  -2.07  0.40
C  0.53  0.99  0.39
C  -1.78  0.56  -0.28
C  -0.33  -1.24  0.19
H  -1.98  0.18  -1.28
H  -2.09  1.73  -0.39
H  -1.19  -1.88  -0.09
H  0.72  -3.10  0.15
H  -2.44  0.23  0.55